A 2-piece molecular cluster, C2H2F2N2S overall at a distorted geometry. Source: OMol25; level of theory: ωB97M-V/def2-TZVPD.

Its structure (SMILES) is F/N=[NH+]\[S-].C#CF.

Element x y z (Å)
F 0.68479 2.23388 -1.05604
F -0.43186 -0.14333 1.04441
S -2.96258 -1.39129 0.23375
H -1.41151 -1.88938 -1.41300
C 2.04521 0.96201 0.50149
C 1.36386 1.64352 -0.17329
H 2.64739 0.79918 1.40807
N -1.52497 -1.37932 -0.43954
N -0.41034 -0.83525 -0.10586

These are the Mulliken partial charges, in e, on atoms 1 to 2: -0.236 -0.092

A 7-piece molecular cluster, H14O7 overall at a distorted geometry. Source: OMol25; level of theory: ωB97M-V/def2-TZVPD.

Its structure (SMILES) is O.O.O.O.O.O.O.

Element x y z (Å)
H -2.88352 -1.03106 2.97069
H 0.50437 2.60904 2.06106
O 1.19140 2.21320 1.48405
H 3.48805 -0.78239 0.09743
H -1.10017 -1.80906 -1.27824
H 2.78513 -2.04365 -0.41435
O -2.33653 -1.07897 2.17565
O 3.35978 -1.32515 -0.68080
H 0.93771 1.31974 1.28696
H -1.88777 0.77168 -1.30765
O -1.65633 -1.04063 -1.11152
O -1.79649 1.69040 -1.26712
O 1.36335 0.50834 -1.66128
H 1.90152 1.32293 -1.68542
H -2.42434 1.99887 -1.97212
H -1.61056 -0.48139 2.44279
H 1.95387 -0.23897 -1.59611
H 0.72520 -0.09320 -0.07918
H -0.44933 -0.69048 0.50222
H -2.45294 -1.46273 -0.73175
O 0.38759 -0.35651 0.76470

These are the Mulliken partial charges, in e, on atoms 1 to 2: 0.296 0.286

The calculation returns the following energy relative to the best compared isomer or geometry (same formula, charge and spin) values, one per record and in order: 66.0, 36.8 kcal per mole.